# 1
A cluster of 19 separate species, C89H75Cl15N14O28 in total, computed with ωB97M-V/def2-TZVPD.

Geometry as XYZ:
```
221
Properties=species:S:1:pos:R:3:mulliken_charge:R:1
C 2.434 0.327 2.853 0.766
C 3.564 0.094 3.549 -0.166
C 3.568 0.294 4.926 -0.738
C 2.434 0.745 5.518 -0.349
C 1.257 1.017 4.847 0.692
C 1.239 0.809 3.512 -0.721
N 2.430 1.117 6.929 1.200
O 3.344 0.774 7.616 -0.658
O 1.486 1.796 7.350 -0.635
H 2.430 0.102 1.787 -0.491
H 4.405 -0.425 3.135 0.573
H 4.401 0.045 5.605 0.506
H 0.412 1.419 5.411 -0.681
H 0.401 1.086 2.936 0.866
C -2.469 -1.854 -3.982 -0.437
C -3.098 -0.683 -3.571 -0.431
C -3.731 -0.614 -2.308 -0.466
C -3.662 -1.758 -1.560 -0.031
C -3.137 -2.957 -1.996 -0.701
C -2.549 -3.044 -3.239 -0.914
N -4.188 -1.674 -0.192 1.122
O -3.920 -2.587 0.591 -0.611
O -4.803 -0.655 0.114 -0.595
H -2.027 -1.661 -4.949 0.672
H -3.071 0.228 -4.164 0.505
H -4.174 0.258 -1.900 0.786
H -3.213 -3.803 -1.318 0.641
H -2.225 -3.990 -3.617 0.558
C -7.970 2.202 2.550 -0.637
C -7.018 1.625 1.722 -0.907
C -5.734 2.064 1.809 0.512
C -5.442 3.123 2.638 -0.463
C -6.384 3.828 3.357 -0.706
C -7.668 3.334 3.274 -0.507
N -4.079 3.600 2.608 0.933
O -3.224 2.985 1.947 0.235
O -3.856 4.569 3.344 -0.684
H -8.962 1.801 2.647 0.474
H -7.210 0.820 1.035 0.618
H -4.932 1.608 1.244 0.196
H -6.136 4.694 3.918 0.676
H -8.469 3.868 3.814 0.370
C 2.968 -1.047 -7.435 -0.845
C 2.769 0.244 -7.936 -0.634
C 1.664 0.945 -7.494 -0.849
C 0.829 0.349 -6.602 0.316
C 0.918 -0.935 -6.126 -0.519
C 2.054 -1.682 -6.556 0.096
N -0.309 1.204 -6.121 1.015
O -0.311 2.341 -6.500 -0.641
O -1.236 0.687 -5.509 -0.353
H 3.865 -1.599 -7.774 0.373
H 3.590 0.639 -8.571 0.374
H 1.462 1.948 -7.787 0.801
H 0.174 -1.232 -5.402 0.418
H 2.124 -2.694 -6.161 0.397
C -2.329 1.000 9.337 -0.682
C -1.427 1.651 8.506 -0.646
C -1.633 1.740 7.131 -0.647
C -2.797 1.156 6.665 0.365
C -3.669 0.440 7.468 -0.173
C -3.443 0.404 8.830 -0.610
N -3.016 1.097 5.243 1.266
O -2.042 1.118 4.489 -0.441
O -4.148 0.954 4.848 -0.626
H -2.085 1.095 10.382 0.441
H -0.563 2.167 8.915 0.454
H -0.934 2.296 6.518 0.541
H -4.621 0.073 7.052 0.372
H -4.243 -0.009 9.469 0.395
C 1.910 -2.479 6.563 -1.160
C 1.724 -2.895 5.227 0.072
C 0.483 -2.729 4.702 0.451
C -0.493 -2.212 5.498 -0.102
C -0.360 -1.787 6.783 -0.326
C 0.928 -1.900 7.336 -0.765
N -1.798 -2.045 4.854 1.445
O -2.789 -1.801 5.547 -0.617
O -1.878 -2.166 3.646 -0.733
H 2.907 -2.600 7.015 0.426
H 2.534 -3.375 4.691 0.731
H 0.280 -2.973 3.675 -0.351
H -1.159 -1.303 7.332 0.465
H 1.070 -1.487 8.322 0.437
C 7.821 -1.823 -2.584 -0.955
C 7.238 -0.699 -2.063 -0.677
C 6.002 -0.765 -1.470 -0.324
C 5.363 -1.982 -1.492 -0.267
C 5.867 -3.120 -2.001 -0.152
C 7.122 -3.062 -2.504 -0.882
N 4.017 -1.936 -0.841 0.937
O 3.357 -3.000 -0.892 -0.277
O 3.560 -0.910 -0.366 0.276
H 8.840 -1.753 -2.963 0.446
H 7.753 0.213 -1.976 0.633
H 5.500 0.074 -1.047 0.432
H 5.219 -4.002 -1.867 0.621
H 7.576 -3.964 -2.880 0.515
C 2.710 -3.370 2.011 1.650
C 2.154 -4.562 1.527 -0.611
C 2.963 -5.562 0.977 -0.835
C 4.297 -5.296 1.013 -0.381
C 4.913 -4.156 1.465 -0.354
C 4.106 -3.163 1.947 -0.897
N 5.201 -6.305 0.380 1.187
O 6.410 -6.225 0.561 -0.673
O 4.649 -7.078 -0.356 -0.638
H 2.055 -2.511 2.256 -0.700
H 1.112 -4.729 1.660 0.548
H 2.658 -6.517 0.610 0.935
H 5.989 -4.148 1.377 0.635
H 4.529 -2.235 2.324 -0.105
C -1.169 5.577 -0.321 -0.136
C -1.341 5.580 1.059 0.354
C -1.205 6.735 1.796 -0.655
C -0.946 7.869 1.070 0.110
C -0.710 7.948 -0.298 -0.488
C -0.856 6.763 -0.949 -1.146
N -0.865 9.168 1.766 1.009
O -0.268 10.089 1.209 -0.625
O -1.375 9.226 2.841 -0.604
H -1.244 4.625 -0.907 0.387
H -1.627 4.650 1.520 0.314
H -1.401 6.823 2.865 0.503
H -0.516 8.911 -0.744 0.521
H -0.679 6.793 -1.995 0.572
C 1.100 3.164 0.473 -0.071
C 1.607 3.688 1.636 -1.029
C 2.941 3.607 1.934 -0.802
C 3.756 2.938 1.038 -0.558
C 3.266 2.414 -0.157 0.164
C 1.936 2.552 -0.425 -0.624
N 5.182 2.718 1.272 1.126
O 5.739 1.926 0.490 -0.615
O 5.728 3.361 2.144 -0.656
H 0.064 3.326 0.370 0.348
H 0.920 4.074 2.376 0.546
H 3.365 4.082 2.819 0.505
H 3.918 1.956 -0.882 0.591
H 1.575 2.197 -1.332 0.842
C -1.183 -4.523 0.450 -0.380
C -0.540 -4.101 -0.689 0.544
C 0.200 -4.959 -1.413 -0.893
C 0.176 -6.255 -1.027 -0.342
C -0.468 -6.784 0.046 -0.987
C -1.195 -5.854 0.827 -0.987
N 1.097 -7.165 -1.810 1.162
O 1.656 -6.666 -2.799 -0.594
O 1.179 -8.316 -1.380 -0.625
H -1.759 -3.885 1.155 0.085
H -0.522 -3.064 -0.952 0.966
H 0.761 -4.635 -2.265 0.537
H -0.388 -7.810 0.331 0.619
H -1.707 -6.061 1.759 0.795
C -4.559 2.891 -4.846 -0.446
C -4.329 2.386 -6.137 -0.367
C -5.391 1.983 -6.886 -0.408
C -6.624 2.041 -6.308 0.350
C -6.862 2.436 -5.018 -0.621
C -5.813 2.934 -4.283 -0.731
N -7.768 1.416 -6.950 0.872
O -7.732 1.340 -8.176 -0.587
O -8.629 0.836 -6.298 -0.553
H -3.717 3.269 -4.259 0.356
H -3.358 2.324 -6.559 0.559
H -5.287 1.607 -7.902 0.461
H -7.864 2.426 -4.620 0.428
H -6.036 3.376 -3.349 0.650
C 6.912 -0.043 -6.167 -0.798
C 6.407 1.263 -5.984 -0.988
C 5.297 1.468 -5.205 -0.837
C 4.660 0.349 -4.709 0.433
C 5.066 -0.915 -4.938 0.804
C 6.213 -1.094 -5.712 -0.896
N 3.466 0.559 -3.890 1.795
O 3.305 1.756 -3.533 -0.706
O 2.646 -0.319 -3.671 -0.619
H 7.777 -0.218 -6.768 0.510
H 6.831 2.130 -6.483 0.439
H 4.832 2.450 -5.092 0.530
H 4.526 -1.782 -4.592 -0.086
H 6.574 -2.065 -5.967 0.433
C -0.432 -1.043 1.168 0.538
C -1.599 -0.241 1.191 -0.688
C -1.836 0.596 0.119 -0.891
C -0.939 0.573 -0.895 -0.536
C 0.241 -0.098 -0.916 -0.237
C 0.430 -1.023 0.091 -0.142
N -1.138 1.464 -2.065 2.026
O -0.245 1.485 -2.878 -0.721
O -2.119 2.176 -2.053 -0.637
H -0.321 -1.728 1.956 -0.171
H -2.345 -0.282 1.969 0.660
H -2.697 1.240 0.051 0.543
H 0.910 -0.028 -1.736 0.280
H 1.311 -1.625 0.062 -0.092
C 1.710 5.015 -6.150 0.325
Cl 2.119 5.998 -7.542 -0.137
Cl 1.670 6.024 -4.686 -0.122
Cl 2.856 3.657 -6.052 -0.051
H 0.697 4.585 -6.205 -0.033
C 1.000 -6.577 5.434 -0.043
Cl 0.275 -5.961 3.993 0.040
Cl 2.740 -6.330 5.384 -0.121
Cl 0.616 -8.257 5.644 -0.128
H 0.580 -5.991 6.241 0.249
C -5.603 6.325 -0.071 0.081
Cl -4.726 4.873 -0.615 -0.036
Cl -6.793 6.738 -1.299 -0.137
Cl -4.453 7.627 0.185 -0.064
H -6.065 5.918 0.795 0.131
C 3.159 -5.165 -4.869 -0.097
Cl 2.753 -3.728 -3.896 0.004
Cl 4.781 -4.807 -5.432 -0.129
Cl 1.982 -5.700 -6.081 -0.133
H 3.280 -6.036 -4.208 0.371
C -6.545 -2.329 4.385 0.791
Cl -6.671 -2.117 6.155 -0.154
Cl -7.880 -1.600 3.441 -0.127
Cl -6.147 -3.975 3.930 -0.116
H -5.709 -1.685 4.194 -0.442
```

## Properties
**Net charge**: 0
**HOMO level**: -9.7262 eV
**Gap between HOMO and LUMO**: 8.64 eV
**LUMO**: -1.08 eV

***

# 2
A structure of composition C8B2O16Tl, computed with ωB97M-V/def2-TZVPD.

Geometry as XYZ:
```
27
Properties=species:S:1:pos:R:3:mulliken_charge:R:1
Tl 7.398 -6.828 25.508 0.955
O 8.381 -2.540 28.283 -0.633
C 9.361 -3.252 28.656 0.732
O 10.264 -2.970 29.609 -0.478
B 11.278 -4.011 29.757 0.973
O 10.915 -5.079 28.757 -0.368
C 9.809 -4.657 28.105 0.547
O 9.229 -5.313 27.236 -0.585
O 11.317 -4.552 31.105 -0.437
C 12.349 -4.083 31.718 0.547
O 12.623 -4.092 32.979 -0.595
C 13.264 -3.377 30.698 0.673
O 12.663 -3.440 29.606 -0.499
O 14.434 -2.928 30.888 -0.631
O 6.566 -5.475 27.890 -0.416
C 6.166 -4.792 28.817 0.608
O 6.603 -4.550 30.021 -0.248
B 5.573 -3.690 30.695 0.995
O 4.468 -3.630 29.769 -0.408
C 4.762 -4.125 28.680 0.632
O 4.031 -4.121 27.701 -0.440
O 5.263 -4.349 31.985 -0.436
C 5.173 -3.378 32.907 0.528
O 4.643 -3.446 34.046 -0.574
C 5.767 -2.116 32.337 0.647
O 6.046 -2.372 31.113 -0.504
O 5.922 -1.050 32.930 -0.584
```

## Properties
**Net charge**: 0
**Spin multiplicity**: 2
**HOMO level (alpha / beta)**: -9.6314 / -9.2619 eV
**Gap between HOMO and LUMO (alpha / beta)**: 6.71 / 1.75 eV
**⟨S²⟩**: 0.757
**LUMO (alpha / beta)**: -2.92 / -7.51 eV

***

# 3
A structure of composition C8F11NO4S2Se3TeW, computed with ωB97M-V/def2-TZVPD.

Geometry as XYZ:
```
31
Properties=species:S:1:pos:R:3:mulliken_charge:R:1
W -0.585 -0.219 0.600 0.893
Se -2.461 -1.734 0.152 -0.331
Se -5.100 1.480 1.570 -0.238
Te -2.888 0.666 0.991 0.657
Se -0.717 2.028 1.267 -0.220
F 1.418 -0.460 5.263 -0.233
C 0.545 -1.056 4.443 0.699
F 1.265 -1.848 3.606 -0.172
F -0.252 -1.850 5.148 -0.213
S -0.363 0.301 3.382 0.620
O -0.807 -0.805 2.315 -0.035
O -1.629 0.599 4.026 -0.620
N 1.400 0.248 1.954 -0.737
S 1.629 -0.528 0.752 0.906
O 0.974 0.317 -0.346 -0.379
O 0.640 -1.654 0.634 -0.466
C 3.120 -1.190 -0.143 0.670
F 2.597 -1.673 -1.265 -0.151
F 3.975 -0.217 -0.440 -0.193
F 3.738 -2.157 0.516 -0.182
F -0.153 -1.553 -1.705 -0.375
C -0.441 -0.350 -2.352 0.307
C -1.179 0.543 -1.578 0.317
C -1.435 1.753 -2.239 0.347
F -2.197 2.646 -1.570 -0.344
C -0.943 2.070 -3.503 -0.143
F -1.167 3.264 -4.037 -0.291
C -0.184 1.124 -4.195 0.772
F 0.314 1.403 -5.394 -0.304
C 0.070 -0.119 -3.615 -0.263
F 0.817 -1.030 -4.235 -0.297
```

## Properties
**Net charge**: 0
**HOMO level (alpha / beta)**: -8.5371 / -8.4637 eV
**Gap between HOMO and LUMO (alpha / beta)**: 4.62 / 4.58 eV
**LUMO (alpha / beta)**: -3.91 / -3.89 eV

***

# 4
A structure of composition C8H10, computed with ωB97M-V/def2-TZVPD.

Geometry as XYZ:
```
18
Properties=species:S:1:pos:R:3:mulliken_charge:R:1
C -0.826 0.870 1.185 -0.115
C -1.017 1.438 -0.074 -0.551
C -1.152 0.451 -1.219 -0.199
C -1.198 -0.887 -1.036 -0.542
C -0.886 -1.326 0.248 -0.319
C -0.829 -0.474 1.295 -0.687
C 2.200 0.606 -0.342 -0.657
C 2.084 -0.675 0.031 -0.181
H -0.743 1.356 2.132 0.363
H -1.485 2.477 -0.285 0.280
H -1.324 0.903 -2.100 0.528
H -1.204 -1.591 -1.858 0.351
H -0.808 -2.427 0.453 0.297
H -0.825 -0.798 2.199 0.585
H 1.962 0.952 -1.296 0.278
H 2.655 1.639 0.176 0.184
H 1.152 -1.503 -0.627 0.136
H 2.244 -1.011 1.117 0.248
```

## Properties
**Net charge**: 0
**Relative energy (zero: lowest compared OMol25 entry of this formula, charge and spin)**: 106.15 kcal/mol
**HOMO level**: -8.9726 eV
**Gap between HOMO and LUMO**: 10.06 eV
**LUMO**: 1.08 eV

***

no.,E (hartree),maximum force (eV/Å)
1,-13211.3320,3.656
2,-1731.1297,7.858
3,-10094.4699,7.242
4,-310.6665,6.202